No. 1
DFT (ωB97M-V with the def2-TZVPD basis set) results for a molecular structure, C9H6CeN2O5.

Summary:
Total charge   +3
Highest occupied orbital energy (spin up / spin down)   -20.16 / -20.18 eV
Multiplicity   2
<S²>   0.759

Each line ends with the Mulliken spin population.
Atoms and positions in Å:
1 H 0.18698 1.45249 -2.12036  0.000
2 O -3.82775 -0.67896 -0.22949  0.082
3 H 2.79488 2.97809 2.00685  0.000
4 H 1.12829 3.71780 2.37050  0.000
5 C -1.20809 -1.31201 -3.05951  -0.011
6 N 0.15838 0.45708 -0.19870  -0.009
7 H 0.54394 0.29240 1.90957  0.000
8 C 0.43614 1.51407 -1.08828  0.001
9 C 0.59210 0.84895 0.99170  -0.003
10 O -1.10110 -0.62873 -4.00928  0.020
11 C 1.02860 2.51137 -0.39136  -0.004
12 Ce -0.89929 -1.50076 -1.11130  0.866
13 O -0.79753 -3.09415 2.90796  0.000
14 C -0.61276 -2.30614 2.09501  0.004
15 O -2.31859 -4.42010 -1.63057  0.046
16 C 1.71167 2.79771 2.16286  0.000
17 C -2.70773 -0.93303 -0.42672  -0.021
18 C 0.84406 -2.51226 -1.13856  -0.023
19 C -1.80867 -3.59007 -1.00611  -0.024
20 O 1.75939 -3.19948 -1.36166  0.078
21 N 1.12863 2.07850 0.95464  -0.002
22 H 1.54904 2.04200 2.95406  0.000
23 H 1.41942 3.48523 -0.58125  0.000

Forces on atoms 1 to 6 (eV/Å):
-0.060 0.180 -0.621
5.250 -1.009 -1.220
-0.786 -0.026 0.018
0.464 -0.579 -0.253
-1.108 5.208 -16.807
-0.721 -1.031 -1.335


No. 2
DFT (ωB97M-V with the def2-TZVPD basis set) results for C9H6O2 in the gas phase.

Summary:
Highest occupied orbital energy   -8.28 eV
SMILES string   O=Cc1ccc2ccocc1-2

Each line ends with the Löwdin charge.
Atoms and positions in Å:
1 C 0.59132 -1.82826 -0.26941  -0.038
2 C 1.02794 0.15453 0.99092  -0.209
3 O 1.36280 2.11532 2.34480  -0.066
4 C 0.21356 0.41612 -0.12125  -0.156
5 H 1.57146 0.04302 3.24510  0.175
6 H 0.49965 -2.89248 -0.46405  0.098
7 O -1.38395 1.76239 -1.23168  0.007
8 C -1.82994 0.51669 -1.75738  -0.071
9 H -1.75162 -1.43239 -2.42105  0.130
10 C 1.28229 0.82361 2.26354  -0.185
11 H -2.67387 0.96021 -2.47717  0.171
12 C -0.21658 -0.82793 -0.79929  -0.179
13 H -0.02545 2.57282 0.22105  0.175
14 C -0.34198 1.64743 -0.40226  0.003
15 H 1.65996 -2.05734 1.73435  0.149
16 C 1.26124 -1.27790 0.92194  -0.001
17 C -1.24684 -0.69583 -1.77817  -0.003

Forces on atoms 1 to 6 (eV/Å):
-0.402 0.522 1.525
1.405 -4.458 1.920
-0.721 -5.365 0.279
-1.938 2.062 -0.780
-0.861 2.304 -2.650
0.180 0.231 -0.124


No. 3
DFT (ωB97M-V with the def2-TZVPD basis set) results for C9H6O2 in the gas phase.

Summary:
Highest occupied orbital energy   -7.96 eV
SMILES string   O=Cc1ccc2ccocc1-2

Each line ends with the Löwdin charge.
Atoms and positions in Å:
1 C 0.09513 -1.41785 0.32740  -0.186
2 O 1.49723 -2.23539 -1.41455  -0.024
3 C 0.69720 0.63344 -1.11464  0.050
4 O 0.52507 1.96966 -1.31028  0.034
5 H -0.08846 3.71728 -0.51798  0.125
6 C -1.29129 -0.29883 1.76834  -0.023
7 H -1.99428 -0.16885 2.57094  0.094
8 H 1.35077 0.16056 -1.79838  0.125
9 C 0.09313 -0.02634 -0.07324  -0.115
10 C -0.90963 2.08594 0.64725  0.006
11 C -0.79861 0.66819 0.81241  -0.150
12 C -0.72701 -1.53815 1.44475  -0.036
13 C 0.75283 -2.46990 -0.43168  -0.202
14 H -1.45169 2.65626 1.37879  0.118
15 C -0.17524 2.65950 -0.32575  -0.065
16 H 0.55059 -3.52653 -0.10789  0.125
17 H -0.96441 -2.48894 1.94414  0.124

Forces on atoms 1 to 6 (eV/Å):
0.496 -0.438 -0.558
-1.560 -0.659 1.987
-1.007 0.543 1.209
-0.199 -0.923 1.699
-0.154 0.013 0.050
0.471 1.683 -1.307


No. 4
DFT (ωB97M-V with the def2-TZVPD basis set) results for C9H6O2 in the gas phase.

Summary:
Highest occupied orbital energy   -9.45 eV
SMILES string   O=C1CC(=O)c2ccccc21

Each line ends with the Löwdin charge.
Atoms and positions in Å:
1 C -2.35915 0.60249 -0.14005  -0.050
2 H -1.21974 2.51469 -0.63506  0.172
3 C 1.42536 1.30548 -0.08204  -0.370
4 H -0.93560 -2.66275 0.09543  0.135
5 C 0.07187 0.65786 -0.21268  -0.169
6 H 3.49178 0.50728 -0.28319  0.140
7 O 2.04408 -2.36978 -0.30378  0.129
8 H -3.08212 -1.50869 0.46987  0.096
9 H -3.33067 1.25076 0.08860  0.140
10 C 1.66922 -1.26711 -0.23297  -0.235
11 O 1.50905 2.49476 0.10062  0.102
12 C -2.29197 -0.87842 0.09707  -0.114
13 C 2.46121 0.21432 0.15228  0.000
14 C 0.10716 -0.69778 -0.09053  -0.023
15 H 2.78295 0.08039 1.19082  0.115
16 C -1.18147 1.30814 -0.41195  -0.040
17 C -1.16196 -1.55163 0.19757  -0.028

Forces on atoms 1 to 6 (eV/Å):
-0.411 0.060 0.812
0.169 -3.391 0.764
-1.137 -0.567 1.296
-0.956 1.525 0.851
-0.412 -0.391 -1.263
-1.767 -0.772 -0.071


No. 5
DFT (ωB97M-V with the def2-TZVPD basis set) results for 33 unconnected molecules or ions with the total composition C9H71F3N3O32.

Summary:
Total charge   +1
Highest occupied orbital energy   -11.97 eV

Each line ends with the Löwdin charge.
Atoms and positions in Å:
1 H 4.69348 4.24967 -2.89807  0.043
2 H 0.94392 -0.76632 4.99742  0.038
3 H -3.65101 -0.83451 -0.36774  0.164
4 O -3.41344 5.87926 1.17636  -0.079
5 H -0.91000 -3.41177 1.03940  0.072
6 O 1.60371 3.83168 -1.26173  -0.059
7 O -0.84606 2.79259 -3.26583  -0.079
8 H 3.79361 4.74653 -1.76898  -0.001
9 H -2.38861 2.78831 5.51918  0.063
10 H -2.85537 -5.99961 -6.57638  0.055
11 H 1.75378 0.46521 4.59872  0.008
12 H -4.58731 3.92903 3.96362  0.024
13 C 0.79064 0.96432 0.70349  -0.189
14 O -3.15523 2.99724 4.96460  -0.053
15 H 3.10885 -0.77956 13.20980  0.041
16 O 3.04547 -1.64902 12.78672  -0.072
17 O -2.31201 -0.43418 -9.56713  -0.062
18 O 5.10979 -1.51199 2.78739  -0.054
19 C 3.56475 1.02379 0.98088  0.047
20 O -2.75485 -2.54273 -4.93994  -0.089
21 H -2.87098 -3.18087 -5.65980  0.000
22 O -0.79387 -2.77362 1.75927  -0.054
23 H -2.20331 -1.38730 -9.43026  0.041
24 H -4.68171 2.89600 2.84316  0.020
25 H -0.41702 3.62452 -3.51642  0.009
26 H -2.99161 2.50717 4.14482  0.005
27 C -0.43872 0.15021 -1.57217  0.095
28 O 6.33629 1.31307 2.48731  -0.086
29 H 1.59042 -1.53424 -3.91662  0.018
30 H 3.95882 2.45360 2.92327  0.100
31 H 4.65658 -5.73236 -2.39304  0.035
32 H -5.46418 -4.44190 -3.95032  0.060
33 H -0.21390 5.70258 -2.48167  0.035
34 H 1.39516 3.11230 3.56900  0.130
35 C -2.28295 -0.00206 2.07917  -0.137
36 H 4.35214 -1.43801 7.74333  0.007
37 H 4.04106 -2.53764 10.27404  -0.001
38 H -3.17896 8.66848 -4.39498  0.048
39 O -4.67793 0.46609 -2.99694  -0.068
40 C 2.23155 0.46668 0.13615  0.069
41 H 0.95134 3.40348 -0.68729  0.020
42 O -5.39124 -4.31165 -4.90773  -0.048
43 O 0.42784 -2.55464 -5.20272  -0.052
44 O -4.96204 3.79267 3.08047  -0.054
45 O -9.57666 2.08979 -2.41874  -0.062
46 H -6.18524 -3.80537 -5.13625  0.060
47 H 1.69851 4.72010 -0.88664  0.048
48 F -1.13993 -0.46069 2.95269  0.013
49 H 4.31578 -1.00571 2.55888  0.003
50 H -4.03013 -1.76163 -8.30064  0.049
51 N 0.42884 1.87018 1.82832  0.042
52 H 1.86870 -2.58879 2.67144  0.043
53 C -1.77999 -0.03502 0.50873  0.014
54 H 2.35165 -0.24628 -0.81312  0.112
55 H 2.93453 -4.50108 -5.62263  0.072
56 H -5.35653 1.14514 -2.86510  0.030
57 O 4.72953 -5.60212 -3.35045  -0.078
58 H 0.37011 0.34555 -2.39997  0.142
59 H 3.93552 -5.09584 -3.57896  -0.026
60 O -2.36971 8.14299 -4.30580  -0.058
61 O -7.44773 0.96938 -3.79054  -0.068
62 H 4.51553 -8.10622 8.35939  0.047
63 O 3.93235 -1.58452 10.13717  -0.073
64 H -4.20771 0.43758 -2.15019  -0.017
65 H -1.69282 -2.46214 1.94324  0.013
66 N -2.67941 -0.53192 -0.60251  0.082
67 H -3.31863 6.76769 1.55145  0.037
68 O -2.89332 -5.34653 -5.86152  -0.064
69 H 1.81661 -3.86459 -4.80004  -0.001
70 H -7.40978 0.31630 -4.50540  0.049
71 H -10.42044 2.36865 -2.03250  0.057
72 F -2.77170 1.31936 2.53644  0.037
73 N -0.41986 0.39183 -0.06987  0.037
74 H -1.68984 3.07144 -2.87960  0.038
75 H -0.43409 -2.71086 -4.78848  0.044
76 H 4.81090 -5.29277 10.25325  0.039
77 H 4.66942 0.73622 0.72596  0.114
78 H -3.65380 -2.23125 -4.75597  0.029
79 H 2.05865 -2.36325 -2.72288  0.051
80 H -2.36728 -0.83428 -2.94790  0.140
81 H 3.61565 -7.60936 9.48849  0.047
82 O 4.65554 4.90275 -2.18321  -0.062
83 H -3.75525 -5.50275 -5.44729  0.014
84 O 2.62586 -4.39009 -4.71087  -0.049
85 H 4.50925 -1.18482 10.80526  0.048
86 H 6.44500 0.35996 2.62418  0.022
87 H 6.12549 3.42721 5.09984  0.049
88 O 6.96927 3.14835 4.71360  -0.053
89 H 0.46579 -3.20773 -5.91758  0.070
90 H 1.14764 -1.95227 1.48551  -0.014
91 H -9.14762 2.92173 -2.66933  0.055
92 H 3.63108 -0.80148 6.55740  0.003
93 H -1.36271 6.41014 -3.19658  0.025
94 F -3.32352 -1.08764 2.21007  0.016
95 O 1.77635 -1.46926 -2.96784  -0.075
96 H -3.43988 -1.05719 -7.08126  0.051
97 O 4.42508 -1.30776 6.78592  -0.074
98 H 6.91319 1.71278 3.15540  0.012
99 H -1.73512 -0.03448 -8.89904  0.039
100 O -0.68412 5.73109 -3.32843  -0.056
101 H 0.27879 2.01097 -10.68613  0.044
102 O 4.47758 -7.45314 9.07425  -0.061
103 O 0.18468 1.35517 -9.97899  -0.069
104 H -4.06580 5.45106 1.75080  0.000
105 H -0.53108 0.77944 -10.28743  0.004
106 O 4.52860 -4.39878 10.00829  -0.055
107 O 1.65968 -0.19059 5.30586  -0.046
108 C -1.91825 -0.47513 -1.91026  0.070
109 H 7.39831 3.98029 4.46302  0.057
110 O -3.50326 -1.92666 -7.50435  -0.067
111 H -8.30966 0.81316 -3.37630  0.015
112 H -2.06105 8.03200 -5.21757  0.052
113 H 2.51860 -1.48400 11.99042  0.027
114 H 5.03684 -1.64224 3.74480  0.048
115 C 1.56927 2.40752 2.62559  -0.080
116 O 1.94165 -2.45854 1.71403  -0.069
117 H 4.34267 -4.46377 9.05950  0.054
118 C 3.09653 1.99222 2.24721  0.004

Forces on atoms 1 to 6 (eV/Å):
-0.003 0.250 0.245
0.239 0.131 0.196
1.210 0.175 -0.565
-0.082 0.292 0.292
0.217 0.009 0.260
-0.157 0.350 0.267


No. 6
DFT (ωB97M-V with the def2-TZVPD basis set) results for 2 unconnected molecules or ions with the total composition C9H7Br3O2.

Summary:
Highest occupied orbital energy   -8.17 eV
SMILES string   O=C=C1C=CC=C[C@H]1Br.O/C(Br)=C\Br

Each line ends with the Löwdin charge.
Atoms and positions in Å:
1 C 1.02962 0.64975 2.08612  -0.079
2 H 0.49887 -0.78922 0.50694  0.140
3 H -0.66209 -2.91286 -0.65444  -0.027
4 O -3.76165 -2.92663 -1.79607  -0.015
5 H -4.00154 -3.82744 -1.85720  0.081
6 Br 3.39460 2.20384 -1.09476  0.294
7 H 1.64250 2.43029 3.25269  0.114
8 C 0.74422 1.08602 -0.21924  -0.327
9 C 1.31722 2.45431 -0.15027  -0.374
10 C 0.43984 0.59047 -1.36307  -0.192
11 C -1.55672 -3.25940 -0.90754  -0.607
12 Br -2.60534 -0.60136 -1.15285  0.843
13 C 0.79748 0.23526 0.87006  -0.085
14 H 0.93144 3.28022 -0.86867  0.130
15 C 1.35445 2.04777 2.26021  -0.084
16 O 0.14764 0.06191 -2.34415  0.196
17 H 1.84086 4.00122 1.48531  0.146
18 C 1.49899 2.91246 1.22699  -0.154
19 Br -1.57557 -5.13864 -0.95205  0.712
20 C -2.60656 -2.52265 -1.33768  -0.842
21 H 1.13175 0.02470 3.00967  0.128

Forces on atoms 1 to 6 (eV/Å):
1.162 0.448 3.194
0.520 0.673 1.449
3.280 1.743 1.163
-1.199 2.166 -0.532
0.473 -1.875 0.207
-0.765 0.292 0.428


What did we get for max |F|? Answer: 17.63 5.82 2.61 7.41 6.42 4.54 eV/A, in the order shown.